Density functional theory data (the ωB97M-V functional and the def2-TZVPD basis) for a cluster of 16 separate species, C2H37NO15S in total.

Geometry as XYZ:
```
56
Properties=species:S:1:pos:R:3:forces:R:3
C 0.742494 -2.961285 -2.053878 2.7 1.2 -0.1
C 1.587316 -2.817840 -3.320970 -0.1 -1.7 -1.5
S 0.712174 -2.218745 -4.833554 0.7 -0.4 -0.3
N 0.244785 -1.627760 -1.730775 -5.1 -1.3 -0.7
H 0.042792 -3.828799 -2.202274 0.2 1.4 0.6
H 1.574247 -3.198383 -1.264132 -2.0 0.1 -1.0
H 2.570447 -2.357127 -3.297456 -0.3 0.9 0.7
H 1.870074 -3.825081 -3.623092 -0.1 -0.4 -0.1
H -0.397436 -1.709813 -4.342429 -0.4 0.2 0.6
H 0.865561 -0.949066 -1.536871 3.5 2.2 0.9
H -0.453037 -1.097146 -2.325658 1.1 -1.8 0.0
H -0.607199 1.767322 2.712473 0.7 1.0 -0.3
H -0.163690 3.222298 2.946551 0.1 -0.9 -1.0
O -0.007095 2.454983 2.338456 -0.7 0.5 1.6
H 0.654869 -0.328950 5.541986 0.2 -0.4 -0.1
H 0.497339 1.095712 5.004794 -0.4 -1.6 1.8
O 0.180860 0.474034 5.754951 0.5 2.1 -1.8
H 1.456354 1.074995 0.870983 2.0 -1.6 5.3
H 0.952754 2.311159 0.168741 0.5 -2.6 -0.3
O 1.152244 1.308754 0.077484 -1.2 3.7 -4.9
H -0.984696 0.140832 2.718680 -0.8 0.6 1.3
H -0.715081 -0.794233 1.730553 1.0 -0.3 -0.6
O -0.244419 -0.413832 2.513194 -0.8 -0.6 -0.6
H -3.673511 -0.780134 1.501900 0.9 0.5 -1.2
H -4.341413 -0.613402 2.674390 -0.7 0.4 1.4
O -3.817939 -0.051267 2.113067 0.0 -0.8 -0.3
H -1.025450 1.865784 0.786321 0.0 -0.3 -0.9
H -1.261347 1.193354 -0.636995 -0.1 -1.8 -0.2
O -1.181133 1.988276 -0.165720 -1.0 2.8 0.5
H 2.301515 -1.376264 2.755597 1.7 2.4 0.6
H 1.366449 -0.382718 2.720796 2.1 1.6 0.9
O 2.394499 -0.348086 2.961087 -3.5 -3.7 -1.4
H 2.403081 0.932817 -1.125046 -0.3 0.3 0.7
H 3.796867 0.494519 -1.695741 -0.4 0.1 0.0
O 2.855025 0.574843 -1.898322 0.8 -0.5 -0.7
H 2.932878 -3.436149 3.055981 -0.8 0.5 -2.6
H 3.305579 -3.281422 1.505002 -0.2 0.1 0.5
O 2.563610 -3.192335 2.126982 1.0 -0.7 2.2
H 0.280326 3.467202 -1.439682 2.2 2.3 -0.1
H 0.718562 4.992646 -1.365166 -1.4 2.6 0.5
O 1.068447 4.159590 -1.491313 -0.9 -5.1 -0.3
H -1.565351 -2.065490 0.414436 0.0 -0.9 -0.3
H -1.002794 -1.039997 -0.619479 0.0 -1.0 1.2
O -1.454866 -1.137620 0.266963 -0.5 1.3 0.0
H -2.998646 -0.123657 -2.502264 -1.4 -0.3 0.3
H -4.331053 -0.048217 -1.726368 -3.7 4.4 3.7
O -3.832909 -0.574335 -2.199656 4.7 -4.3 -4.0
H 0.892139 2.395683 -3.925063 -0.1 1.1 -0.7
H 1.778659 1.534182 -3.120049 2.4 -0.8 1.0
O 0.889167 1.661219 -3.339022 -2.7 -0.2 -0.2
H -2.897572 2.034468 4.612371 -3.6 1.5 2.2
H -1.367192 1.813255 4.824223 -1.0 -0.1 0.4
O -2.140263 1.743177 4.242024 4.6 -1.6 -2.5
H -1.522261 0.288243 -4.505304 -0.3 0.7 2.7
H -0.931199 1.111249 -3.136566 -2.4 -2.3 -1.9
O -1.733563 0.478559 -3.517141 3.3 1.7 -0.8
```
Positions in Å, forces in eV/Å.

**Maximum force**: 0.146 Eh/bohr
**Charge**: 0
**Total energy**: -1679.79910 Ha



Density functional theory data (the ωB97M-V functional and the def2-TZVPD basis) for a structure of composition C10H18Br14.

Geometry as XYZ:
```
42
Properties=species:S:1:pos:R:3:forces:R:3
C 2.305689 -3.496668 -0.133385 2.0 -1.0 -1.4
Br 3.431095 -2.127595 -1.069507 -0.8 -0.3 0.5
Br 0.546657 -3.642413 -0.862473 0.0 0.4 0.5
Br 2.596311 -3.473220 1.754029 -0.5 0.3 0.1
H 2.842754 -4.413101 -0.468942 -0.7 0.8 0.4
C -4.182263 3.346330 -0.667863 1.0 -0.3 0.0
Br -5.384162 2.367680 0.405046 -0.9 -0.1 0.5
Br -2.702387 4.033036 0.397396 -0.2 0.1 -0.2
Br -4.950650 4.658037 -1.812388 -0.1 0.1 0.1
H -3.752331 2.561428 -1.266253 0.3 0.2 -0.5
Br -2.409130 0.040656 -0.073399 -0.3 -0.3 -0.7
C -0.804518 0.443510 0.916896 -0.6 0.6 -0.4
C -1.168131 0.247846 2.325220 1.5 -0.9 1.7
Br 0.291611 1.124036 3.313771 0.2 -0.1 0.3
H -0.633655 1.500179 0.771842 0.3 0.2 -0.4
H 0.009935 -0.174248 0.569999 0.1 -0.1 -0.1
H -1.151656 -0.803305 2.664865 -0.2 0.6 -0.3
H -2.022544 0.775964 2.679484 -0.8 0.2 -0.2
Br 5.311089 -3.154558 5.184643 0.2 0.5 -0.2
C 5.777668 -1.401773 4.382248 1.4 -0.4 -0.1
C 4.637640 -0.430118 4.583365 -0.2 -0.4 -0.1
Br 4.715825 0.961033 3.266291 0.2 0.5 -0.4
H 6.044411 -1.601076 3.329466 -0.6 0.0 0.5
H 6.753210 -1.089498 4.842216 -1.2 -0.2 -0.1
H 4.696190 0.058001 5.548539 -0.2 -0.1 0.1
H 3.658011 -0.889452 4.415419 0.4 0.0 0.3
Br -3.655125 -3.151742 -2.332498 -0.1 0.5 -0.3
C -3.450384 -1.425223 -3.207225 3.0 -0.2 -1.9
C -4.624946 -0.591065 -3.187483 -1.6 0.8 1.3
Br -4.247860 1.235653 -3.841482 -0.1 -0.7 0.0
H -3.175205 -1.517010 -4.268481 0.0 -0.9 0.3
H -2.555841 -0.926732 -2.819902 -0.4 -0.2 0.6
H -4.869940 -0.458255 -2.140870 -0.7 0.3 0.1
H -5.439890 -1.062486 -3.736639 -0.1 0.5 0.0
Br 0.708593 -0.195123 -3.862620 -0.1 -0.5 -0.2
C 0.354823 1.457315 -2.908832 -0.8 -0.1 -1.2
C 1.454321 1.645876 -1.959222 1.3 -0.2 2.3
Br 1.508588 3.434890 -1.253381 -0.4 1.0 0.3
H -0.614282 1.294676 -2.433255 0.2 0.3 0.0
H 0.296733 2.223193 -3.698715 0.0 -0.2 0.6
H 2.476547 1.579568 -2.327138 -0.4 -0.6 -0.5
H 1.377186 1.035752 -1.018770 0.0 0.2 -1.3
```
Positions in Å, forces in eV/Å.

**Maximum force**: 0.070 Eh/bohr
**Charge**: 0
**Total energy**: -36427.99069 Ha



Density functional theory data (the ωB97M-V functional and the def2-TZVPD basis) for an isolated molecule of C3H5FO.

Geometry as XYZ:
```
10
Properties=species:S:1:pos:R:3:forces:R:3
C -0.530126 -1.167484 -0.359684 -1.1 -3.6 1.8
C 0.725307 -0.279900 -0.056436 -5.3 2.6 0.0
O 1.865587 -0.540720 0.076552 0.4 -0.1 -0.1
C -0.107668 1.176695 0.123840 2.1 0.0 2.7
F -1.467274 0.745151 0.177871 1.5 3.1 0.5
H -1.593806 -0.831183 -0.852505 3.6 -0.9 0.8
H -0.928391 -1.574396 0.805823 1.3 1.2 -3.3
H -0.091008 -2.066378 -0.824868 -0.6 0.1 0.0
H 0.165164 1.865531 -0.666731 -0.8 -0.2 -0.8
H 0.203743 1.849954 1.078701 -1.1 -2.1 -1.7
```
Positions in Å, forces in eV/Å.

**Maximum force**: 0.115 Eh/bohr
**SMILES**: CC(=O)CF
**Charge**: 0
**Total energy**: -292.31080 Ha



Number 1: HOMO level -8.89 eV, Kohn-Sham gap 0.3324 Ha. Number 2: HOMO level -10.28 eV, Kohn-Sham gap 0.3631 Ha. Number 3: HOMO level -9.83 eV, Kohn-Sham gap 0.3912 Ha.